ORCA calculation (wB97M-V/def2-TZVPD) on 2 unconnected molecules or ions with the total composition C26H33BO4S in a non-equilibrium geometry.

Geometry as XYZ:
```
65
Properties=species:S:1:pos:R:3
C -4.929 -0.010 -0.114
O -4.910 1.417 -0.305
C -3.720 2.104 -0.453
B -2.906 2.207 1.193
O -3.218 1.291 2.154
C -3.621 2.136 3.269
C -5.126 2.392 3.152
C -3.347 1.364 4.537
C -2.754 3.443 3.029
C -3.383 4.749 3.461
C -1.357 3.338 3.633
O -2.594 3.473 1.587
C -2.644 1.521 -1.312
C -2.217 2.222 -2.444
C -1.300 1.646 -3.320
C -0.822 0.356 -3.086
C -1.172 -0.305 -1.904
C -2.024 0.308 -0.985
H -5.985 -0.273 -0.231
H -4.325 -0.534 -0.867
H -4.587 -0.251 0.900
H -3.929 3.157 -0.667
H -5.484 2.968 4.016
H -5.398 2.934 2.234
H -5.658 1.432 3.143
H -3.648 1.958 5.407
H -3.939 0.442 4.537
H -2.292 1.095 4.634
H -3.546 4.743 4.545
H -2.708 5.579 3.223
H -4.340 4.925 2.959
H -1.406 3.373 4.727
H -0.844 2.420 3.324
H -0.758 4.193 3.298
H -2.619 3.223 -2.617
H -0.975 2.204 -4.200
H -0.169 -0.125 -3.816
H -0.772 -1.298 -1.693
H -2.241 -0.160 -0.020
C -1.713 -0.615 -7.461
O -2.415 -1.133 -6.307
C -3.298 -0.320 -5.664
C -4.055 -0.906 -4.617
C -4.857 -0.118 -3.826
C -4.873 1.284 -3.985
C -5.566 2.126 -3.040
C -5.394 3.490 -2.853
C -6.319 4.039 -1.927
C -7.253 3.118 -1.480
C -8.320 3.351 -0.486
S -7.047 1.596 -2.266
C -4.158 1.850 -5.066
C -3.416 1.065 -5.929
H -1.209 -1.489 -7.872
H -2.409 -0.192 -8.199
H -0.976 0.142 -7.159
H -3.950 -1.976 -4.446
H -5.469 -0.579 -3.051
H -4.606 4.048 -3.348
H -6.308 5.067 -1.575
H -8.481 4.428 -0.373
H -9.252 2.875 -0.810
H -8.043 2.940 0.494
H -4.199 2.928 -5.224
H -2.873 1.518 -6.764
```

E_LUMO, eV: 0.6
ΔE to the lowest compared entry with this formula, charge and spin, kcal/mol: 0.0
HOMO, eV: -7.179
F_max, eV Å⁻¹: 5.13
Structure (SMILES): CO[C@@H](B1OC(C)(C)C(C)(C)O1)c1ccccc1.COc1ccc(-c2ccc(C)s2)cc1

=====

ORCA calculation (wB97M-V/def2-TZVPD) on a molecular structure, C26H33BrCeN7OS7Sb in a non-equilibrium geometry.

Geometry as XYZ:
```
77
Properties=species:S:1:pos:R:3
Ce 0.547 0.326 -1.151
C -0.106 -2.172 1.724
C -0.857 -0.947 2.192
N -1.329 -0.182 1.043
C -1.866 1.118 1.468
C -0.731 2.005 1.896
C -0.934 3.046 2.792
C 0.159 3.803 3.167
C 1.418 3.461 2.693
C 1.533 2.406 1.805
C 2.871 1.909 1.309
N 2.729 0.519 0.913
C 2.679 -0.378 2.057
C 2.331 -1.781 1.601
N 1.049 -1.828 0.912
N 0.470 1.710 1.389
H -0.781 -2.770 1.108
H 0.180 -2.778 2.597
H -0.204 -0.303 2.782
H -1.689 -1.252 2.844
H -2.068 -0.694 0.571
H -2.627 1.048 2.250
H -2.354 1.578 0.608
H -1.939 3.262 3.136
H 0.036 4.639 3.845
H 2.305 3.998 3.007
H 3.628 2.054 2.096
H 3.172 2.484 0.438
H 3.455 0.234 0.262
H 1.925 -0.003 2.752
H 3.637 -0.402 2.601
H 2.343 -2.457 2.469
H 3.098 -2.117 0.902
H 1.108 -2.429 0.098
S -4.655 6.384 1.238
Sb -4.552 4.175 0.825
S -1.494 2.199 -1.590
S -1.275 3.967 -0.529
S -4.659 3.017 2.781
S 0.107 0.265 -4.028
C 1.422 0.979 -4.847
N 2.271 1.438 -5.484
C -5.475 -7.405 -0.935
C -4.756 -8.611 -1.484
O -5.075 -9.747 -1.222
S -3.449 -8.373 -2.700
C -2.823 -6.757 -2.354
C -2.211 -6.468 -1.136
C -1.688 -5.209 -0.901
C -1.737 -4.216 -1.886
C -2.335 -4.521 -3.110
C -2.876 -5.776 -3.339
C -1.174 -2.917 -1.659
C -0.718 -1.798 -1.484
H -6.132 -7.733 -0.134
H -6.066 -6.964 -1.740
H -4.790 -6.641 -0.576
H -2.148 -7.232 -0.371
H -1.219 -4.985 0.048
H -2.369 -3.758 -3.876
H -3.345 -5.997 -4.290
Br 2.819 -1.385 -1.766
S 2.658 2.131 -2.001
C 2.770 3.809 -1.444
N 1.911 4.390 -0.691
C 2.184 5.768 -0.312
C 3.669 5.987 -0.059
C 4.417 5.670 -1.344
N 3.924 4.416 -1.881
H 0.090 4.115 -0.696
H 1.597 5.992 0.582
H 1.842 6.454 -1.099
H 3.991 5.303 0.732
H 3.879 7.011 0.256
H 5.493 5.587 -1.162
H 4.269 6.485 -2.062
H 4.524 3.842 -2.448
```

E_LUMO (spin up / spin down), eV: 2.8 / 2.8
Net charge: -2
HOMO (spin up / spin down), eV: -2.410 / -2.410
F_max, eV Å⁻¹: 1.30

=====

ORCA calculation (wB97M-V/def2-TZVPD) on a molecular structure, C26H33BrMoN4OSi2 in a non-equilibrium geometry.

Geometry as XYZ:
```
68
Properties=species:S:1:pos:R:3
Mo 0.049 -0.244 0.375
Br 4.857 -3.693 5.017
C 3.511 -3.077 3.867
C 2.464 -3.928 3.508
C 1.461 -3.490 2.663
C 1.500 -2.195 2.174
O 0.509 -1.761 1.364
C 2.547 -1.332 2.514
C 2.672 -0.010 1.967
N 1.905 0.550 1.090
C 2.255 1.853 0.597
C 3.446 2.500 0.791
C 3.640 3.805 0.294
C 2.652 4.447 -0.395
C 1.428 3.786 -0.648
C 0.362 4.376 -1.367
C -0.783 3.664 -1.585
C -0.853 2.342 -1.129
N 0.117 1.759 -0.447
C 1.251 2.477 -0.171
C 3.557 -1.792 3.373
H 2.440 -4.937 3.895
H 0.644 -4.141 2.383
H 3.526 0.556 2.329
H 4.267 2.031 1.316
H 4.588 4.295 0.468
H 2.795 5.453 -0.764
H 0.467 5.388 -1.738
H -1.618 4.081 -2.129
H -1.723 1.736 -1.336
H 4.376 -1.137 3.640
C 0.808 0.621 -3.413
Si -0.676 -0.505 -3.212
C -0.400 -2.079 -4.151
C -2.245 0.314 -3.801
C -0.741 -0.881 -1.313
Si -2.227 -2.007 -0.635
C -3.766 -1.049 -1.097
C -2.080 -3.657 -1.464
C -2.360 -2.386 1.208
H 1.296 0.418 -4.368
H 1.555 0.466 -2.630
H 0.527 1.675 -3.414
H -0.201 -1.821 -5.194
H -1.273 -2.730 -4.142
H 0.457 -2.648 -3.786
H -2.028 0.825 -4.743
H -2.668 1.054 -3.122
H -3.021 -0.423 -4.010
H 0.298 -1.375 -1.130
H -4.091 -1.268 -2.115
H -3.645 0.035 -1.034
H -4.583 -1.339 -0.433
H -2.338 -3.624 -2.521
H -2.773 -4.344 -0.972
H -1.074 -4.073 -1.372
H -2.110 -1.623 1.943
H -1.753 -3.260 1.446
H -3.407 -2.661 1.361
N -2.128 0.989 2.104
C -2.491 1.863 3.049
C -1.335 2.330 3.642
C -0.303 1.673 2.982
N -0.782 0.846 2.047
H -2.725 0.411 1.531
H -3.528 2.080 3.245
H -1.254 3.039 4.446
H 0.758 1.752 3.150
```

E_LUMO (spin up / spin down), eV: -7.2 / -7.2
Net charge: +2
HOMO (spin up / spin down), eV: -13.814 / -13.811
F_max, eV Å⁻¹: 2.22

=====

ORCA calculation (wB97M-V/def2-TZVPD) on 2 unconnected molecules or ions with the total composition C26H33Cl2OSi in a non-equilibrium geometry.

Geometry as XYZ:
```
63
Properties=species:S:1:pos:R:3
C 2.867 -0.696 0.921
Si 2.080 0.414 2.188
C 2.073 -0.413 3.853
C 2.920 2.068 2.340
O 0.474 0.652 1.680
C -0.608 0.250 2.428
C -1.077 -1.027 2.353
C -2.487 -1.362 2.726
C -3.593 -0.564 1.994
C -3.911 0.878 2.399
C -3.070 1.971 1.700
C -1.884 2.446 2.532
C -1.165 1.338 3.311
H 3.872 -0.975 1.268
H 2.291 -1.619 0.778
H 2.958 -0.194 -0.051
H 3.111 -0.565 4.175
H 1.561 0.198 4.608
H 1.576 -1.387 3.810
H 3.916 1.909 2.778
H 3.044 2.557 1.367
H 2.361 2.742 3.002
H -0.471 -1.818 1.878
H -2.639 -2.416 2.437
H -2.622 -1.345 3.824
H -3.343 -0.568 0.925
H -4.530 -1.129 2.121
H -4.961 1.046 2.106
H -3.870 1.007 3.488
H -2.752 1.628 0.703
H -3.722 2.840 1.511
H -1.174 2.971 1.879
H -2.249 3.176 3.269
H -1.832 0.884 4.051
H -0.347 1.805 3.883
Cl 4.488 -5.199 -0.200
C 3.489 -4.968 1.173
C 3.856 -4.007 2.137
C 2.966 -3.702 3.158
C 1.667 -4.282 3.200
C 0.640 -3.802 4.083
C -0.389 -4.658 4.491
C -0.879 -4.686 5.790
C -1.935 -5.542 6.238
C -2.588 -5.266 7.466
C -3.713 -5.984 7.851
C -4.168 -7.036 7.033
Cl -5.597 -7.870 7.466
C -3.475 -7.397 5.866
C -2.348 -6.676 5.488
C 1.461 -5.436 2.385
C 2.327 -5.737 1.343
H 4.822 -3.512 2.079
H 3.254 -3.025 3.967
H 0.757 -2.855 4.614
H -0.810 -5.345 3.753
H -0.449 -3.992 6.518
H -2.197 -4.460 8.091
H -4.247 -5.722 8.756
H -3.837 -8.221 5.265
H -1.772 -6.994 4.619
H 0.624 -6.101 2.575
H 2.142 -6.562 0.666
```

E_LUMO, eV: -5.8
Net charge: +1
ΔE to the lowest compared entry with this formula, charge and spin, kcal/mol: 33.8
HOMO, eV: -10.571
F_max, eV Å⁻¹: 2.09

=====

ORCA calculation (wB97M-V/def2-TZVPD) on a single C26H33FN4O4S molecule.

Geometry as XYZ:
```
69
Properties=species:S:1:pos:R:3
C -2.945 -7.595 -1.644
C -1.837 -6.877 -2.418
C -1.521 -5.556 -1.742
O -0.675 -5.476 -0.876
N -2.266 -4.477 -2.133
C -3.232 -4.477 -3.232
C -3.830 -3.060 -3.277
C -3.070 -2.330 -2.212
C -3.155 -1.012 -1.828
C -2.345 -0.581 -0.789
S -2.403 1.153 -0.378
O -1.569 1.388 0.775
O -3.757 1.608 -0.346
N -1.693 1.761 -1.768
C -0.246 1.628 -1.730
C 0.278 2.802 -0.896
O -0.225 3.900 -1.082
N 1.280 2.619 -0.014
C 1.876 1.373 0.409
C 1.383 1.014 1.825
N 1.716 2.078 2.747
C 2.934 2.086 3.404
C 3.447 0.898 3.944
C 4.628 0.877 4.655
C 5.319 2.058 4.851
F 6.482 2.043 5.546
C 4.840 3.252 4.351
C 3.661 3.263 3.632
C 1.095 3.308 2.303
C 1.590 3.703 0.905
C 0.319 1.662 -3.162
C 1.842 1.572 -3.157
C -0.288 0.525 -3.979
C -1.474 -1.437 -0.146
C -1.377 -2.767 -0.531
C -2.180 -3.203 -1.574
H -3.867 -7.018 -1.641
H -3.146 -8.564 -2.093
H -2.635 -7.747 -0.613
H -0.929 -7.481 -2.372
H -2.118 -6.747 -3.461
H -2.720 -4.714 -4.170
H -4.003 -5.229 -3.058
H -4.898 -3.064 -3.055
H -3.695 -2.593 -4.253
H -3.829 -0.312 -2.295
H -1.949 2.734 -1.908
H -0.047 0.659 -1.272
H 1.651 0.570 -0.287
H 2.965 1.515 0.434
H 1.828 0.071 2.135
H 0.293 0.917 1.798
H 2.903 -0.026 3.831
H 5.010 -0.044 5.067
H 5.392 4.164 4.518
H 3.317 4.207 3.243
H 1.265 4.104 3.026
H 0.018 3.120 2.240
H 1.084 4.601 0.551
H 2.673 3.862 0.907
H 0.021 2.619 -3.603
H 2.218 1.634 -4.175
H 2.277 2.385 -2.581
H 2.170 0.626 -2.731
H 0.009 -0.438 -3.566
H -1.372 0.588 -3.958
H 0.051 0.580 -5.011
H -0.876 -1.054 0.667
H -0.701 -3.444 -0.037
```

E_LUMO, eV: 0.4
HOMO, eV: -7.526
F_max, eV Å⁻¹: 0.86
Structure (SMILES): CCC(=O)N1CCc2cc(S(=O)(=O)N[C@H](C(=O)N3CCN(c4ccc(F)cc4)CC3)C(C)C)ccc21

=====

ORCA calculation (wB97M-V/def2-TZVPD) on a molecular structure, C26H33GaNO4S3Si.

Geometry as XYZ:
```
69
Properties=species:S:1:pos:R:3
Ga -0.895 -0.708 -0.186
C 4.307 -1.790 1.967
Si 4.034 -2.844 0.447
C 3.205 -4.459 0.871
C 5.666 -3.160 -0.405
C 2.942 -1.886 -0.781
C 3.403 -1.556 -2.053
C 2.604 -0.900 -2.988
C 1.320 -0.569 -2.624
N 0.857 -0.849 -1.402
C 1.626 -1.493 -0.505
S 0.748 -1.748 1.001
H 4.896 -2.333 2.709
H 3.359 -1.511 2.431
H 4.852 -0.880 1.709
H 3.859 -5.050 1.516
H 3.004 -5.046 -0.027
H 2.261 -4.309 1.396
H 6.330 -3.701 0.273
H 6.174 -2.236 -0.687
H 5.547 -3.775 -1.300
H 4.414 -1.827 -2.335
H 2.970 -0.667 -3.977
H 0.625 -0.081 -3.298
O -0.856 1.246 -0.335
S -0.055 2.364 -1.005
C -0.767 3.813 -0.200
C -0.758 3.864 1.329
C -1.368 2.686 2.105
C -2.750 2.260 1.621
S -3.096 0.542 2.090
O -1.957 -0.307 1.537
C -4.539 0.273 1.096
C -5.645 -0.248 1.753
C -6.803 -0.503 1.030
C -6.836 -0.249 -0.332
C -5.717 0.259 -0.984
C -4.562 0.527 -0.271
C 1.579 2.355 -0.315
C 2.541 3.065 -1.024
C 3.834 3.118 -0.527
C 4.153 2.446 0.646
C 3.187 1.717 1.325
C 1.885 1.668 0.849
H -1.774 3.867 -0.619
H -0.205 4.655 -0.612
H -1.288 4.785 1.588
H 0.270 4.000 1.671
H -1.416 2.970 3.157
H -0.701 1.830 2.046
H -2.844 2.316 0.541
H -3.561 2.836 2.072
H -5.601 -0.454 2.815
H -7.673 -0.904 1.532
H -7.738 -0.452 -0.894
H -5.742 0.446 -2.049
H -3.691 0.908 -0.789
H 2.289 3.561 -1.954
H 4.594 3.670 -1.063
H 5.166 2.482 1.026
H 3.441 1.179 2.228
H 1.140 1.074 1.360
C -3.960 -2.861 -2.087
O -3.002 -2.387 -1.122
C -2.274 -1.326 -1.492
O -2.419 -0.764 -2.556
H -4.406 -3.745 -1.645
H -3.464 -3.104 -3.025
H -4.717 -2.100 -2.270
```

E_LUMO, eV: -2.3
Net charge: +1
ΔE to the lowest compared entry with this formula, charge and spin, kcal/mol: 0.0
HOMO, eV: -10.907
F_max, eV Å⁻¹: 0.12

=====

ORCA calculation (wB97M-V/def2-TZVPD) on a gas-phase ion, C26H33N2O2 (charge +1) in a non-equilibrium geometry.

Geometry as XYZ:
```
63
Properties=species:S:1:pos:R:3
C 0.962 1.946 -2.283
O 0.403 0.525 -2.530
C -0.329 -0.034 -1.851
C -0.994 0.660 -0.930
C -2.095 -0.281 -0.014
C -2.685 0.577 0.958
N -1.783 0.981 2.146
C -2.277 1.817 3.180
C -1.295 3.016 3.207
N -0.569 3.163 1.933
C -1.086 4.011 1.264
C 1.038 3.437 2.069
C -1.300 -0.184 2.813
C -0.009 0.137 3.488
C 0.172 -0.004 4.923
C 1.532 0.281 5.313
C 2.547 0.422 4.661
C 2.431 0.276 3.283
C 1.147 0.066 2.868
C -2.294 -1.613 -0.336
C -1.568 -2.104 -1.315
C -0.405 -1.599 -2.003
O 0.208 -2.145 -3.040
C -0.193 -3.266 -3.474
C 1.035 -3.626 -4.519
C 1.518 -4.897 -4.627
C 2.552 -5.031 -5.806
C 2.587 -4.001 -6.756
C 2.031 -2.869 -6.703
C 1.151 -2.715 -5.417
H 1.644 2.200 -2.907
H 0.035 2.495 -2.307
H 1.239 2.092 -1.260
H -0.945 1.552 -0.479
H -3.664 -0.088 1.525
H -3.155 1.531 0.704
H -1.077 1.529 1.586
H -2.671 1.373 4.051
H -3.173 2.372 2.737
H -0.463 2.469 3.961
H -1.706 4.006 3.773
H -1.343 5.006 1.614
H -0.553 4.258 0.106
H -2.234 3.764 1.022
H 1.376 3.726 1.132
H 1.238 4.533 2.452
H 1.398 2.765 2.619
H -1.043 -1.101 2.090
H -1.790 -0.423 3.581
H -0.619 -0.011 5.385
H 1.427 0.441 6.441
H 3.730 0.755 5.085
H 3.347 0.570 2.646
H 1.137 0.086 1.581
H -2.924 -2.165 0.332
H -1.852 -3.068 -1.619
H -1.099 -3.709 -3.629
H 0.200 -3.977 -2.511
H 1.651 -5.514 -3.933
H 3.098 -6.077 -5.712
H 3.518 -4.379 -7.612
H 2.083 -2.271 -7.420
H 0.757 -1.686 -5.540
```

E_LUMO, eV: -2.6
Net charge: +1
ΔE to the lowest compared entry with this formula, charge and spin, kcal/mol: 587.3
HOMO, eV: -10.387
F_max, eV Å⁻¹: 19.29
Structure (SMILES): COc1cc(C[N@@H+](CCN(C)C)Cc2ccccc2)ccc1OCc1ccccc1

=====

Which value of F_max does entry 7 give? 19.29 eV Å⁻¹